This record from the Open Molecules 2025 dataset describes a molecular structure, C4HLiO4Pd. The level of theory is the ωB97M-V functional and the def2-TZVPD basis.

Geometry as XYZ:
```
11
Properties=species:S:1:pos:R:3:forces:R:3:mulliken_charge:R:1
O 3.0070 -1.1038 1.3467 -0.5415 0.7104 -0.2446 -0.09
C 3.5493 -2.0719 1.5670 0.3630 -0.4861 0.1504 0.10
C 0.1641 -0.1563 -0.6429 -2.6863 -2.6511 0.4662 -0.34
C -0.8560 0.6614 -0.7295 -1.2339 0.8734 0.7582 0.14
H -1.0349 1.7282 -0.7794 -0.7877 -0.0878 -0.3305 0.37
Li 1.7597 0.5062 0.7653 0.8233 0.0567 0.4768 0.99
O -2.1803 -0.3558 0.2024 -0.0550 4.3739 -0.8242 -0.36
C -1.2468 -0.8993 0.8314 -0.6996 0.0229 1.0297 1.14
O -0.8571 -1.1528 1.9846 -0.7492 5.4916 2.6264 -0.50
O -0.3874 -1.3633 -0.1106 6.1020 0.4536 -4.0788 -0.20
Pd -0.9408 -2.8261 1.2660 -0.5351 -8.7577 -0.0297 0.76
```
Forces are in eV/Å.

Summary:
HOMO energy (spin up / spin down), eV: -19.3483 / -19.7126
Net charge: +2
2S+1: 3
Expectation value of S²: 2.02